# 1
The following is a quantum chemistry calculation of one molecule with the formula CH3NOP2S in a non-equilibrium geometry, from OMol25.

CARTESIAN COORDINATES (ANGSTROEM)
1 C 0.4927 -0.7224 0.2593
2 N 1.5677 -1.4712 0.6509
3 O 1.7703 1.5523 0.2445
4 P 0.4360 1.0831 1.0200
5 P 3.0327 0.8754 -0.6018
6 S 3.0634 -1.0562 0.1568
7 H -0.4680 -1.4119 0.3590
8 H -0.5326 1.5954 0.1335
9 H 0.4408 -0.2975 -0.7409

Output
- LUMO (spin up / spin down) (eV) = -1.05 / -0.99
- energy relative to the best compared isomer or geometry (same formula, charge and spin) (kJ/mol) = 238.27
- highest occupied orbital energy (spin up / spin down) (Eh) = -0.3027 / -0.2980


# 2
The following is a quantum chemistry calculation of a 2-piece molecular cluster, C3H4NOS overall in a non-equilibrium geometry, from OMol25.

CARTESIAN COORDINATES (ANGSTROEM)
1 C -0.8012 -2.2548 0.3142
2 C -1.2744 0.0620 -0.5777
3 C 1.7988 1.3672 0.3579
4 N -1.1138 -1.2694 -0.1746
5 O 0.8536 0.6354 0.2178
6 S -2.2984 0.9462 0.3251
7 H -0.6940 -3.3197 0.3299
8 H -1.1571 0.3190 -1.6238
9 H 2.8264 1.0333 0.3355
10 H 1.8599 2.4807 0.4956

Output
- LUMO (spin up / spin down) (eV) = -6.52 / -6.52
- energy relative to the best compared isomer or geometry (same formula, charge and spin) (kJ/mol) = 195.37
- highest occupied orbital energy (spin up / spin down) (Eh) = -0.5167 / -0.5168
- total charge = +1


# 3
The following is a quantum chemistry calculation of C31H41N3O5PtS2Te as an isolated structure, from OMol25.

CARTESIAN COORDINATES (ANGSTROEM)
1 Pt 0.1478 -0.2805 -0.2895
2 C 1.1662 -1.6501 -2.6957
3 C 0.7186 -2.6970 -1.6820
4 N 0.8334 -2.1947 -0.2818
5 C 2.1471 -2.3890 0.3814
6 C 3.3305 -1.6504 -0.2312
7 S 3.2371 0.1669 -0.2502
8 C 3.1275 0.5471 -2.0214
9 C 1.7359 0.7695 -2.6087
10 N 0.7474 -0.2850 -2.2792
11 H 0.7467 -1.8904 -3.6733
12 H 2.2458 -1.6601 -2.8069
13 H 1.2963 -3.6172 -1.8026
14 H -0.3346 -2.9350 -1.8270
15 H 0.1464 -2.7100 0.2676
16 H 2.3758 -3.4596 0.3872
17 H 2.0129 -2.0651 1.4143
18 H 3.5610 -2.0086 -1.2335
19 H 4.1961 -1.9025 0.3821
20 H 3.6940 -0.2073 -2.5675
21 H 3.6810 1.4776 -2.1483
22 H 1.8300 0.8541 -3.6959
23 H 1.3151 1.7023 -2.2359
24 H -0.1251 -0.0231 -2.7467
25 O -2.1888 -2.4675 -0.0484
26 S -1.9073 1.7509 -1.2608
27 O -2.3527 3.1247 -1.2544
28 O -1.7633 1.0791 -2.5569
29 O -0.6115 1.6166 -0.4398
30 C -6.4357 -1.1365 7.9240
31 C -5.4144 -1.2351 6.8275
32 C -5.6955 -1.8746 5.6296
33 C -4.7636 -1.9460 4.6034
34 C -5.1703 -2.6804 3.3505
35 C -3.4997 -1.3519 4.7753
36 Te -2.2989 -1.4784 2.9974
37 N -0.5570 -0.4480 1.5713
38 C -0.1793 0.0729 2.6515
39 O -0.9539 -0.2510 3.7431
40 C 0.9528 0.9614 2.9979
41 C 1.2933 2.0236 2.1668
42 C 2.3645 2.8384 2.5012
43 C 3.1036 2.5869 3.6477
44 C 2.7613 1.5279 4.4787
45 C 1.6786 0.7235 4.1638
46 C -3.4993 -0.2804 1.7440
47 C -3.9415 -0.8732 0.5523
48 C -3.5925 -2.2875 0.1491
49 C -4.7040 -0.1125 -0.3224
50 C -5.0218 1.2143 -0.0500
51 C -5.8209 2.0389 -1.0161
52 C -4.5520 1.7690 1.1316
53 C -3.7865 1.0521 2.0475
54 C -3.2703 1.7626 3.2681
55 C -3.1607 -0.7704 6.0062
56 C -1.8143 -0.2109 6.3981
57 C -4.1422 -0.7119 6.9925
58 H -7.3565 -1.6518 7.6569
59 H -6.6782 -0.0932 8.1311
60 H -6.0558 -1.5725 8.8486
61 H -6.6664 -2.3345 5.4850
62 H -6.0979 -3.2230 3.5220
63 H -4.4284 -3.4275 3.0508
64 H -5.3455 -2.0000 2.5158
65 H 0.7070 2.2243 1.2808
66 H 2.6197 3.6751 1.8642
67 H 3.9418 3.2224 3.9012
68 H 3.3315 1.3361 5.3778
69 H 1.3955 -0.0902 4.8189
70 H -3.8890 -3.0111 0.9106
71 H -1.8141 -1.6163 -0.3377
72 H -4.1369 -2.5403 -0.7630
73 H -5.0421 -0.5620 -1.2492
74 H -5.9113 1.5415 -1.9803
75 H -5.3460 3.0076 -1.1726
76 H -6.8264 2.2163 -0.6303
77 H -4.7638 2.8107 1.3443
78 H -3.8247 2.6858 3.4241
79 H -2.2167 2.0245 3.1474
80 H -3.3632 1.1560 4.1676
81 H -0.9869 -0.6272 5.8383
82 H -1.6485 -0.4099 7.4559
83 H -1.7928 0.8734 6.2635
84 H -3.8809 -0.2524 7.9399

Output
- 2S+1 = 2
- LUMO (spin up / spin down) (eV) = -2.48 / -3.39
- ⟨S²⟩ = 0.75
- energy relative to the best compared isomer or geometry (same formula, charge and spin) (kJ/mol) = 2.22
- highest occupied orbital energy (spin up / spin down) (Eh) = -0.3985 / -0.3981
- total charge = +1


# 4
The following is a quantum chemistry calculation of C4H12N2O as an isolated structure in a non-equilibrium geometry, from OMol25.

CARTESIAN COORDINATES (ANGSTROEM)
1 C 1.5055 -1.2898 0.6804
2 N 0.2422 0.9287 0.3655
3 C 1.3032 -0.1774 -0.3492
4 N 0.5066 2.2554 -0.0754
5 O 2.3095 0.4237 -0.8039
6 H 0.3569 0.9325 1.3801
7 H 0.0022 2.3954 -0.9471
8 H 1.5009 2.2793 -0.3348
9 H 2.0608 -2.0980 0.2050
10 H 0.5684 -1.6805 1.0728
11 H 2.1070 -0.8994 1.5031
12 C -1.4024 0.3582 -0.5111
13 C -1.9675 -0.8974 0.0675
14 H -1.4373 -1.7825 -0.2777
15 H -1.9616 -0.8747 1.1562
16 H -1.8999 1.2667 -0.1829
17 H -1.2780 0.3588 -1.5903
18 H 0.4955 -0.5138 -1.1030
19 H -3.0121 -0.9852 -0.2553

Output
- LUMO (eV) = 0.36
- energy relative to the best compared isomer or geometry (same formula, charge and spin) (kJ/mol) = 460.52
- highest occupied orbital energy (Eh) = -0.2835